--- a ---
Formula: C5H14
Source: the Open Molecules 2025 dataset
Level of theory: wB97M-V/def2-TZVPD

Kohn-Sham gap (spin up / spin down), eV: 2.7 / 11.3
Multiplicity: 2
Charge: -1

Last column: Löwdin charge in e.
Element x y z (Å)
C1 -0.100 -2.102 -0.334  -0.414
C2 0.102 -1.954 -1.860  -0.339
H1 0.842 -1.742 0.095  0.030
H2 -1.060 -1.650 -0.040  0.015
H3 -0.354 -3.139 -0.155  -0.001
H4 0.811 -2.751 -2.225  0.035
H5 0.881 -1.212 -2.133  0.037
H6 -0.761 -1.901 -2.518  0.021
C3 0.392 1.117 0.478  -0.384
C4 0.300 1.144 2.018  -0.218
C5 -0.709 1.909 -0.210  -0.203
H7 1.376 1.602 0.270  0.091
H8 0.360 0.063 0.056  0.054
H9 1.193 0.648 2.473  0.047
H10 -0.609 0.577 2.246  0.045
H11 -0.303 2.183 -1.160  0.036
H12 -1.704 1.434 -0.222  0.047
H13 0.390 2.194 2.297  0.046
H14 -0.777 2.847 0.379  0.055

=====

--- b ---
Formula: C5H14
Source: the Open Molecules 2025 dataset
Level of theory: wB97M-V/def2-TZVPD

Kohn-Sham gap (spin up / spin down), eV: 2.7 / 12.1
Multiplicity: 2
Charge: -1

Last column: Löwdin charge in e.
Element x y z (Å)
C1 -1.229 -1.590 -2.129  -0.362
C2 -1.236 -0.097 -1.830  -0.304
H1 -2.155 -1.927 -2.619  0.030
H2 -0.471 -1.825 -2.866  0.022
H3 -1.135 -2.185 -1.220  0.020
H4 -1.967 0.159 -1.053  0.032
H5 -0.272 0.156 -1.393  0.021
H6 -1.556 0.529 -2.664  0.036
C3 1.247 0.282 1.839  -0.355
C4 1.765 0.752 0.484  -0.249
C5 -0.215 0.686 2.116  -0.235
H7 1.316 -0.800 1.929  0.065
H8 1.914 0.710 2.592  0.074
H9 2.279 -0.003 -0.117  0.030
H10 -0.590 1.421 1.400  0.043
H11 2.486 1.565 0.640  0.043
H12 1.039 1.180 -0.203  0.029
H13 -0.846 -0.181 2.012  0.021
H14 -0.375 1.168 3.083  0.037

=====

--- c ---
Formula: C5H14
Source: the Open Molecules 2025 dataset
Level of theory: wB97M-V/def2-TZVPD

Kohn-Sham gap (spin up / spin down), eV: 2.6 / 11.5
Multiplicity: 2
Charge: -1

Last column: Löwdin charge in e.
Element x y z (Å)
C1 1.341 0.233 0.825  -0.444
C2 2.578 0.474 1.593  -0.271
C3 0.851 1.377 -0.087  -0.204
H1 1.556 -0.692 0.287  0.066
H2 0.378 0.155 1.435  0.078
H3 2.860 -0.127 2.466  0.046
H4 0.601 2.309 0.481  0.069
H5 2.913 1.411 1.891  0.026
H6 3.432 0.192 0.954  0.059
H7 1.636 1.670 -0.776  0.041
H8 0.089 1.036 -0.738  0.018
C4 -2.983 -0.525 -1.198  -0.246
C5 -1.693 -1.478 -1.057  -0.339
H9 -3.618 -0.965 -1.845  -0.015
H10 -3.497 -0.744 -0.269  0.034
H11 -2.818 0.478 -1.375  0.016
H12 -0.974 -1.273 -1.905  0.026
H13 -1.938 -2.618 -0.944  0.042
H14 -1.182 -1.313 -0.113  -0.003

=====

Which structure is most stable, and how do the rest compare? From most to least stable: b, a, c.

=====

--- a ---
Formula: C5H14
Source: the Open Molecules 2025 dataset
Level of theory: wB97M-V/def2-TZVPD

Kohn-Sham gap (spin up / spin down), eV: 2.8 / 11.8
Multiplicity: 2
Charge: -1

Last column: Löwdin charge in e.
Element x y z (Å)
C1 -0.585 0.285 3.717  -0.262
C2 0.041 1.234 2.606  -0.286
H1 0.173 0.176 4.531  0.054
H2 -1.534 0.576 4.166  0.036
H3 -0.813 -0.619 3.319  -0.024
H4 0.626 1.975 3.030  0.007
H5 0.587 0.729 2.014  -0.060
H6 -0.780 1.818 2.131  0.044
C3 0.116 -1.198 -2.205  -0.388
C4 1.414 -0.369 -1.922  -0.254
C5 -0.973 -0.280 -2.764  -0.234
H7 -0.105 -1.604 -1.128  0.082
H8 0.265 -2.001 -3.049  0.102
H9 1.338 -0.190 -0.890  0.018
H10 2.271 -0.836 -2.306  0.022
H11 -1.125 0.303 -1.974  -0.018
H12 -1.763 -0.885 -3.085  0.029
H13 1.413 0.441 -2.622  0.037
H14 -0.565 0.444 -3.571  0.094

=====

--- b ---
Formula: C5H14
Source: the Open Molecules 2025 dataset
Level of theory: wB97M-V/def2-TZVPD

Kohn-Sham gap (spin up / spin down), eV: 2.7 / 11.1
Multiplicity: 2
Charge: -1

Last column: Löwdin charge in e.
Element x y z (Å)
C1 -1.882 -0.848 -1.118  -0.410
C2 -1.333 -0.880 -2.527  -0.230
C3 -0.766 -0.328 -0.110  -0.322
H1 -2.741 -0.253 -0.802  0.066
H2 -2.009 -1.791 -0.567  0.064
H3 -2.175 -1.130 -3.182  0.047
H4 -1.333 -0.171 0.828  0.022
H5 -0.083 -1.047 0.339  0.025
H6 -0.651 -1.730 -2.557  0.044
H7 -0.702 -0.011 -2.751  0.051
H8 -0.267 0.541 -0.516  0.029
C4 1.424 1.496 1.212  -0.301
C5 2.148 0.427 2.044  -0.284
H9 1.675 2.538 1.399  0.040
H10 0.341 1.487 1.364  0.023
H11 1.649 1.282 0.163  0.031
H12 2.822 0.849 2.785  0.036
H13 2.482 -0.334 1.326  0.034
H14 1.400 -0.098 2.671  0.032

=====

Which structure is most stable, and how do the rest compare? From most to least stable: b, a.

=====

--- a ---
Formula: C5H14
Source: the Open Molecules 2025 dataset
Level of theory: wB97M-V/def2-TZVPD

Kohn-Sham gap (spin up / spin down), eV: 2.6 / 11.8
Multiplicity: 2
Charge: -1

Last column: Löwdin charge in e.
Element x y z (Å)
C1 -1.154 -0.927 -0.041  -0.392
C2 -2.349 -1.849 -0.397  -0.236
C3 0.205 -1.426 -0.589  -0.239
H1 -1.029 -0.632 0.997  0.061
H2 -1.442 -0.099 -0.686  0.046
H3 -2.845 -2.353 0.444  0.039
H4 -3.051 -1.305 -1.030  0.038
H5 0.652 -0.570 -1.082  0.016
H6 0.225 -2.317 -1.210  0.047
H7 -2.146 -2.777 -0.949  0.046
H8 0.865 -1.707 0.243  0.034
C4 1.688 1.443 0.053  -0.342
C5 1.374 2.564 1.031  -0.315
H9 0.813 1.376 -0.600  0.028
H10 2.589 1.527 -0.557  0.038
H11 1.798 0.457 0.497  0.024
H12 0.597 2.257 1.734  0.035
H13 0.943 3.457 0.562  0.036
H14 2.264 2.882 1.581  0.035

=====

--- b ---
Formula: C5H14
Source: the Open Molecules 2025 dataset
Level of theory: wB97M-V/def2-TZVPD

Kohn-Sham gap (spin up / spin down), eV: 2.6 / 12.1
Multiplicity: 2
Charge: -1

Last column: Löwdin charge in e.
Element x y z (Å)
C1 1.990 -0.950 0.174  -0.382
C2 3.205 -1.345 0.999  -0.336
H1 1.542 -1.832 -0.291  0.028
H2 1.250 -0.413 0.761  0.017
H3 2.284 -0.293 -0.652  0.024
H4 2.976 -1.991 1.849  0.036
H5 3.738 -0.474 1.364  0.030
H6 3.926 -1.901 0.388  0.035
C3 -1.412 0.452 -0.283  -0.390
C4 -1.413 1.529 -1.365  -0.233
C5 -2.743 0.426 0.474  -0.235
H7 -1.327 -0.533 -0.748  0.076
H8 -0.576 0.619 0.389  0.053
H9 -1.787 2.475 -0.970  0.051
H10 -1.984 1.227 -2.248  0.052
H11 -2.719 -0.331 1.259  0.037
H12 -2.984 1.406 0.895  0.050
H13 -0.410 1.715 -1.766  0.033
H14 -3.556 0.215 -0.228  0.053

=====

Which structure is most stable, and how do the rest compare? From most to least stable: b, a.